Entry from OMol25: one molecule with the formula C2H2N4O2 at a distorted geometry (wB97M-V/def2-TZVPD).

```
10
Properties=species:S:1:pos:R:3:forces:R:3
H 2.7078 -1.4573 -0.5384 -1.318 3.359 2.316
N 2.4723 -0.4356 -0.0390 3.126 -3.663 -1.993
C 1.3045 -0.1677 0.1936 -2.098 3.217 -1.176
N 0.1557 -0.8666 -0.0030 -3.974 -0.819 1.423
C -1.0174 -0.2794 0.1250 2.772 0.199 -1.667
O -2.1880 -0.7704 0.2454 -4.242 -1.276 -0.660
N -1.2171 1.0849 -0.1764 -1.213 -2.003 -0.058
N -0.2677 1.7543 -0.1055 4.808 4.754 0.807
O 1.0461 1.2798 0.4306 -1.388 -1.847 -0.462
H -2.9963 -0.1420 -0.1325 3.528 -1.922 1.470
```
Forces are in eV/Å.

SMILES	[H]/N=c1\nc(O)nno1
energy relative to the best compared isomer or geometry (same formula, charge and spin)	132.6	kcal per mole
lowest unoccupied orbital energy	-0.8	eV

The computed natural (NBO) charges, all in e, follow: number 1, H, carries 0.38; number 2, N, carries -0.65; number 3, C, carries 0.62; number 4, N, carries -0.55; number 5, C, carries 0.69; number 6, O, carries -0.62; number 7, N, carries -0.26; number 8, N, carries 0.23; number 9, O, carries -0.40; number 10, H, carries 0.54

***

Entry from OMol25: C37H33AuClGeN2O2P as an isolated structure (wB97M-V/def2-TZVPD).

```
78
Properties=species:S:1:pos:R:3:forces:R:3
Au 0.4992 0.8993 -0.5211 -0.214 -0.012 0.177
Cl -0.6285 -2.3059 -0.4384 0.110 0.026 -0.044
C 0.5335 -2.6673 -1.6901 -0.106 0.009 0.031
C 0.2037 -3.6485 -2.6029 0.037 -0.063 -0.085
C 1.1021 -3.9654 -3.6140 -0.029 -0.006 0.010
C 2.3166 -3.3051 -3.7057 0.033 0.045 0.028
C 2.6357 -2.3148 -2.7882 0.060 -0.054 -0.009
C 1.7515 -1.9840 -1.7614 -0.048 0.101 0.011
P 2.1592 -0.6709 -0.5899 0.003 -0.302 -0.068
C 2.3682 -1.3999 1.0232 0.064 0.107 0.139
C 2.5927 -2.7009 1.2084 -0.035 -0.221 0.135
C 2.6426 -3.2781 2.5557 0.025 -0.027 -0.177
C 2.6206 -2.4952 3.6304 0.072 0.131 0.064
C 2.6105 -0.9920 3.5404 0.121 -0.087 -0.060
C 2.1375 -0.4574 2.1687 -0.105 -0.062 0.166
C 3.7158 0.0632 -1.0977 -0.071 0.080 -0.092
C 3.7070 0.9968 -2.1371 0.014 0.037 0.015
C 4.9007 1.5122 -2.6121 -0.003 -0.002 0.016
C 6.1028 1.1056 -2.0440 0.004 0.003 0.007
C 6.1128 0.1890 -1.0023 -0.017 -0.010 0.025
C 4.9201 -0.3392 -0.5270 0.038 -0.002 0.002
H -0.7449 -4.1615 -2.5242 0.008 0.014 0.013
H 0.8444 -4.7325 -4.3323 0.005 0.002 0.018
H 3.0174 -3.5579 -4.4895 -0.012 0.017 0.007
H 3.5836 -1.7986 -2.8657 0.000 0.007 -0.002
H 2.7033 -3.3611 0.3553 0.004 -0.011 0.022
H 2.7110 -4.3533 2.6546 -0.012 0.020 -0.013
H 2.6791 -2.9269 4.6226 -0.016 0.004 -0.011
H 3.6314 -0.6364 3.7211 0.014 -0.024 0.003
H 2.6137 0.5058 1.9626 0.213 -0.074 -0.013
H 2.7695 1.3160 -2.5815 0.013 -0.022 -0.018
H 4.8973 2.2292 -3.4221 -0.004 -0.006 0.008
H 7.0364 1.5081 -2.4148 -0.018 -0.003 0.006
H 7.0503 -0.1205 -0.5602 -0.007 0.002 -0.006
H 4.9296 -1.0615 0.2795 0.007 -0.017 -0.013
O -4.4263 0.1480 -0.3308 -0.028 0.009 0.012
C -5.2146 1.3248 -0.4207 0.021 0.038 0.020
N -5.3070 1.8722 -1.7426 0.057 -0.085 -0.085
C -4.3688 2.6345 -2.3701 0.045 -0.039 -0.044
O -4.4939 3.0532 -3.4962 -0.053 0.030 0.040
C -3.1062 2.9859 -1.6171 -0.036 0.005 0.000
C -2.7611 4.3274 -1.5011 -0.015 0.047 -0.019
C -1.5464 4.6708 -0.9330 0.001 0.057 0.001
C -0.6836 3.6658 -0.5519 0.003 -0.112 0.037
N -0.9972 2.3669 -0.6994 -0.089 0.024 -0.113
C -2.2004 2.0280 -1.2046 0.117 0.051 0.068
H -4.9028 -0.5896 -0.7286 -0.013 -0.005 0.002
H -4.7326 2.0460 0.2365 -0.009 0.013 0.034
H -6.2266 1.1506 -0.0600 -0.029 -0.029 0.022
H -6.0945 1.6276 -2.3264 -0.024 0.031 0.012
H -3.4397 5.0873 -1.8688 0.005 -0.016 0.012
H -1.2536 5.7042 -0.8104 -0.007 -0.022 -0.003
H 0.2838 3.8861 -0.1199 -0.003 -0.018 -0.009
H -2.4272 0.9716 -1.2809 0.048 0.044 -0.006
Ge 0.2695 0.1417 2.1791 0.190 0.514 0.042
C -1.2001 -0.9689 2.5879 -0.051 -0.163 -0.238
C -2.5180 -0.5721 2.3521 -0.045 -0.140 0.101
C -3.5551 -1.3443 2.8463 -0.021 0.020 -0.042
C -3.2802 -2.4937 3.5801 0.012 -0.007 -0.003
C -1.9699 -2.8949 3.8021 0.032 -0.005 -0.027
C -0.9212 -2.1438 3.2908 -0.172 -0.057 -0.049
C 0.1366 1.9616 2.7694 -0.013 0.115 -0.086
C -1.0306 2.7207 2.6252 0.022 -0.030 0.138
C -1.1027 3.9975 3.1550 -0.011 -0.017 -0.018
C -0.0174 4.5252 3.8467 0.014 -0.003 -0.001
C 1.1421 3.7801 4.0038 0.020 -0.042 -0.021
C 1.2270 2.5062 3.4567 -0.050 0.117 -0.091
H 2.0197 -0.5852 4.3645 -0.011 0.041 0.002
H -2.7425 0.3121 1.7707 -0.022 0.003 0.003
H -4.5800 -1.0498 2.6626 0.017 -0.010 -0.003
H -4.0958 -3.0872 3.9721 0.007 0.011 0.003
H -1.7636 -3.7977 4.3613 -0.013 0.007 0.001
H 0.0996 -2.4797 3.4352 -0.045 0.017 0.005
H -1.8920 2.3136 2.1100 0.007 0.010 0.003
H -2.0086 4.5800 3.0433 0.019 -0.012 0.007
H -0.0796 5.5194 4.2691 -0.001 -0.008 0.004
H 1.9816 4.1878 4.5509 -0.009 0.005 -0.007
H 2.1468 1.9464 3.5825 -0.017 0.004 0.010
```
Forces are in eV/Å.

charge	+2
lowest unoccupied orbital energy	-7.0	eV

The computed Löwdin charges, all in e, follow: number 1, Au, carries 0.80; number 2, Cl, carries 0.72; number 3, C, carries -0.64; number 4, C, carries -0.09; number 5, C, carries -0.04; number 6, C, carries -0.04; number 7, C, carries -0.06; number 8, C, carries -0.37; number 9, P, carries 0.89; number 10, C, carries -0.45; number 11, C, carries -0.05; number 12, C, carries -0.06; number 13, C, carries -0.08; number 14, C, carries -0.17; number 15, C, carries -0.38; number 16, C, carries -0.39; number 17, C, carries -0.11; number 18, C, carries -0.05; number 19, C, carries -0.04; number 20, C, carries -0.05; number 21, C, carries -0.07; number 22, H, carries 0.12; number 23, H, carries 0.12; number 24, H, carries 0.12; number 25, H, carries 0.11; number 26, H, carries 0.12; number 27, H, carries 0.12; number 28, H, carries 0.12; number 29, H, carries 0.13; number 30, H, carries 0.09; number 31, H, carries 0.10; number 32, H, carries 0.12; number 33, H, carries 0.12; number 34, H, carries 0.12; number 35, H, carries 0.11; number 36, O, carries -0.06; number 37, C, carries -0.23; number 38, N, carries 0.11; number 39, C, carries -0.44; number 40, O, carries 0.12; number 41, C, carries -0.10; number 42, C, carries 0.05; number 43, C, carries -0.01; number 44, C, carries -0.13; number 45, N, carries -0.12; number 46, C, carries -0.07; number 47, H, carries 0.11; number 48, H, carries 0.13; number 49, H, carries 0.14; number 50, H, carries 0.16; number 51, H, carries 0.14; number 52, H, carries 0.13; number 53, H, carries 0.12; number 54, H, carries 0.11; number 55, Ge, carries 1.11; number 56, C, carries -0.34; number 57, C, carries -0.11; number 58, C, carries -0.05; number 59, C, carries -0.04; number 60, C, carries -0.05; number 61, C, carries -0.09; number 62, C, carries -0.31; number 63, C, carries -0.12; number 64, C, carries -0.06; number 65, C, carries -0.04; number 66, C, carries -0.05; number 67, C, carries -0.09; number 68, H, carries 0.11; number 69, H, carries 0.08; number 70, H, carries 0.11; number 71, H, carries 0.12; number 72, H, carries 0.12; number 73, H, carries 0.09; number 74, H, carries 0.08; number 75, H, carries 0.12; number 76, H, carries 0.12; number 77, H, carries 0.12; number 78, H, carries 0.10

***

Entry from OMol25: a 3-piece molecular cluster, C18H34Cl4FN2O overall (wB97M-V/def2-TZVPD).

```
60
Properties=species:S:1:pos:R:3:forces:R:3
C 3.7216 -0.2950 0.7539 0.084 -0.022 -0.052
C 2.6499 -0.1940 1.8133 0.020 -0.023 -0.030
F 2.2623 1.1602 1.9136 0.005 0.018 0.043
C 1.4156 -1.0761 1.6799 0.064 -0.005 -0.088
C 0.5610 -1.0845 0.3840 0.018 0.055 -0.046
C 1.3593 -1.8330 -0.7233 0.052 0.068 -0.036
C 0.6514 -2.6303 -1.7925 -0.204 0.006 0.113
N 1.0419 -2.7877 -2.9831 0.063 0.050 -0.080
C 0.2372 0.3642 -0.0105 -0.045 0.104 -0.042
C -0.7424 0.5490 -1.1880 -0.092 -0.223 -0.013
C -0.0139 0.6182 -2.5286 0.057 -0.041 -0.010
C -1.5199 1.8558 -1.0247 -0.105 0.076 0.008
N -1.6898 -0.6071 -1.2220 0.206 -0.158 0.072
O -1.8616 -1.2224 -2.3240 -0.144 0.144 -0.029
C -2.0410 -1.3168 0.0395 0.160 0.180 -0.118
C -2.9579 -2.4824 -0.2992 -0.002 0.037 -0.040
C -2.7957 -0.3556 0.9615 -0.086 -0.006 0.046
C -0.7540 -1.8199 0.7407 0.013 -0.141 0.104
H 4.6204 0.2317 1.0714 -0.024 0.062 0.008
H 3.3980 0.1243 -0.1978 -0.052 -0.002 0.038
H 3.9954 -1.3394 0.6021 0.005 -0.019 -0.021
H 3.0957 -0.4303 2.7838 -0.002 -0.062 0.004
H 0.7679 -0.8259 2.5236 0.011 0.101 -0.008
H 1.7669 -2.0979 1.8626 -0.091 -0.029 0.044
H 2.0322 -1.1419 -1.2349 0.027 0.001 0.061
H 2.0076 -2.5567 -0.2165 -0.028 -0.071 -0.013
H -0.2549 -3.1638 -1.5044 0.065 -0.035 -0.004
H 1.8742 -2.2216 -3.1726 0.030 -0.088 0.039
H -0.1569 0.8722 0.8738 0.020 -0.010 -0.013
H 1.1552 0.8968 -0.2633 0.011 0.001 0.026
H 0.5830 -0.2675 -2.7279 -0.048 0.041 0.002
H -0.7269 0.7095 -3.3446 -0.005 0.037 0.003
H 0.6376 1.4934 -2.5244 0.006 0.011 0.034
H -2.2520 1.9473 -1.8285 0.018 0.020 -0.003
H -2.0485 1.9171 -0.0746 0.026 0.007 -0.072
H -0.8269 2.6973 -1.0828 0.003 0.011 0.008
H -3.2475 -2.9768 0.6292 0.010 -0.017 0.008
H -3.8543 -2.1303 -0.8099 -0.007 -0.007 0.026
H -2.4670 -3.2008 -0.9514 -0.006 -0.010 0.002
H -3.6299 0.0946 0.4240 -0.014 0.051 0.061
H -2.1641 0.4355 1.3639 -0.022 -0.045 -0.026
H -3.1944 -0.9138 1.8099 0.008 -0.026 0.000
H -0.6355 -2.8913 0.5686 0.015 -0.024 -0.030
H -0.9271 -1.7191 1.8146 0.000 -0.012 0.006
Cl -5.1366 0.8479 -1.8150 -0.024 -0.024 0.000
C -5.6209 1.9492 -3.1306 0.007 0.002 -0.016
C -5.4314 3.3972 -2.7545 0.014 -0.010 -0.001
Cl -6.5603 3.9145 -1.4746 -0.002 0.002 0.002
H -6.6587 1.7345 -3.3708 0.001 0.007 0.004
H -4.9935 1.7129 -3.9884 0.001 -0.009 0.004
H -5.6224 4.0251 -3.6228 0.000 0.002 0.004
H -4.4230 3.5787 -2.3909 -0.003 0.005 -0.003
Cl 6.4805 2.2205 2.4455 0.008 0.006 -0.003
C 5.3483 1.6938 3.7179 -0.021 -0.041 0.007
C 5.8758 0.5096 4.4914 -0.002 0.042 -0.030
Cl 5.9938 -0.9591 3.4802 -0.015 -0.006 0.050
H 4.4003 1.4696 3.2350 -0.001 0.024 0.010
H 5.2107 2.5343 4.3957 0.015 0.003 -0.001
H 5.1964 0.2817 5.3109 0.005 -0.016 -0.004
H 6.8689 0.7044 4.8869 -0.003 0.008 -0.001
```
Forces are in eV/Å.

spin multiplicity	2
lowest unoccupied orbital energy (spin up / spin down)	0.5 / 0.5	eV

The computed natural (NBO) charges, all in e, follow: number 1, C, carries -0.65; number 2, C, carries 0.21; number 3, F, carries -0.39; number 4, C, carries -0.42; number 5, C, carries 0.00; number 6, C, carries -0.51; number 7, C, carries 0.15; number 8, N, carries -0.60; number 9, C, carries -0.43; number 10, C, carries 0.11; number 11, C, carries -0.61; number 12, C, carries -0.61; number 13, N, carries 0.01; number 14, O, carries -0.40; number 15, C, carries 0.11; number 16, C, carries -0.61; number 17, C, carries -0.62; number 18, C, carries -0.42; number 19, H, carries 0.23; number 20, H, carries 0.21; number 21, H, carries 0.22; number 22, H, carries 0.17; number 23, H, carries 0.22; number 24, H, carries 0.21; number 25, H, carries 0.22; number 26, H, carries 0.23; number 27, H, carries 0.17; number 28, H, carries 0.31; number 29, H, carries 0.22; number 30, H, carries 0.23; number 31, H, carries 0.22; number 32, H, carries 0.23; number 33, H, carries 0.20; number 34, H, carries 0.22; number 35, H, carries 0.21; number 36, H, carries 0.21; number 37, H, carries 0.21; number 38, H, carries 0.23; number 39, H, carries 0.23; number 40, H, carries 0.22; number 41, H, carries 0.21; number 42, H, carries 0.21; number 43, H, carries 0.21; number 44, H, carries 0.21; number 45, Cl, carries -0.06; number 46, C, carries -0.39; number 47, C, carries -0.39; number 48, Cl, carries -0.06; number 49, H, carries 0.22; number 50, H, carries 0.23; number 51, H, carries 0.22; number 52, H, carries 0.22; number 53, Cl, carries -0.06; number 54, C, carries -0.39; number 55, C, carries -0.38; number 56, Cl, carries -0.07; number 57, H, carries 0.23; number 58, H, carries 0.23; number 59, H, carries 0.22; number 60, H, carries 0.23